Run a
{"formula": "C2O3S2", "method": "wB97M-V/def2-TZVPD", "orbital_gap_ev": 9.02, "multiplicity": 1, "e_homo_ev": -9.953, "charge": 0, "e_lumo_ev": -0.93, "symbols": ["C", "C", "O", "O", "O", "S", "S"], "positions_angstrom": [[-0.69345, -0.31782, 0.44127], [0.69277, 0.37099, -0.42385], [-2.53754, -1.69853, 1.47042], [2.67831, 1.28084, -1.71157], [0.19557, -0.91439, -0.45375], [-1.97287, -0.35788, 1.43418], [1.63721, 1.63679, -0.75670]]}

---

Run b
{"formula": "C2O3S2", "method": "wB97M-V/def2-TZVPD", "smiles": "O=S1#CO1.O=C=S", "orbital_gap_ev": 9.40, "multiplicity": 1, "e_homo_ev": -9.681, "charge": 0, "e_lumo_ev": -0.28, "symbols": ["C", "C", "O", "O", "O", "S", "S"], "positions_angstrom": [[-0.81438, -1.46929, -0.67314], [1.82788, 1.41455, -0.50103], [-2.65574, -0.36523, 0.71804], [-0.77120, -2.10300, 0.37983], [1.85953, 1.30706, -1.65294], [-1.17337, -0.40264, 0.74066], [1.72728, 1.61855, 0.98859]]}

---

Run c
{"formula": "C2O3S2", "method": "wB97M-V/def2-TZVPD", "orbital_gap_ev": 8.50, "multiplicity": 1, "e_homo_ev": -9.763, "charge": 0, "e_lumo_ev": -1.26, "symbols": ["C", "C", "O", "O", "O", "S", "S"], "positions_angstrom": [[0.34842, 1.08526, -0.89630], [-0.45227, 0.01247, 0.77165], [0.76905, -0.21652, 1.10986], [0.50549, -1.02564, -1.30494], [-0.56375, 1.21369, 0.01606], [1.31147, -0.29455, -0.45021], [-1.91841, -0.77470, 0.75388]]}

---

It comes down to run b, which is 248.8 kJ/mol more stable than the next structure.

---

Run a
{"formula": "H18O9Xe", "method": "wB97M-V/def2-TZVPD", "orbital_gap_ev": 9.94, "multiplicity": 1, "e_homo_ev": -10.190, "charge": 0, "e_lumo_ev": -0.25, "symbols": ["Xe", "O", "H", "H", "O", "H", "H", "O", "H", "H", "O", "H", "H", "O", "H", "H", "O", "H", "H", "O", "H", "H", "O", "H", "H", "O", "H", "H"], "positions_angstrom": [[0.04799, 0.33468, 1.36274], [-2.92741, 2.93178, -0.53843], [-3.27404, 2.03958, -0.54520], [-2.01781, 2.83799, -0.82140], [0.21618, -3.20121, 2.31425], [0.83212, -2.76542, 1.72523], [0.63112, -4.03939, 2.51799], [-0.73791, 0.14229, -2.30025], [-0.40753, 0.02714, -3.19121], [-0.51154, 1.04467, -2.07511], [2.20085, 3.13113, -0.08793], [2.52919, 3.56900, -0.87324], [2.96664, 2.68854, 0.27799], [-0.41069, 2.91296, -1.67716], [0.38964, 3.00354, -1.15995], [-0.14454, 3.12872, -2.57094], [-3.25628, 0.01985, -1.11899], [-3.19555, -0.78675, -0.60718], [-2.40141, 0.10064, -1.54195], [0.27953, -1.23124, 5.17666], [-0.08522, -0.36121, 5.33866], [-0.08484, -1.49044, 4.33033], [0.85802, -2.48326, -1.49521], [0.02331, -2.02619, -1.59804], [0.73865, -3.30927, -1.96392], [2.50829, -2.04125, 0.75666], [1.87385, -2.05863, 0.04013], [3.35941, -2.11823, 0.32550]]}

---

Run b
{"formula": "H18O9Xe", "method": "wB97M-V/def2-TZVPD", "orbital_gap_ev": 10.74, "multiplicity": 1, "e_homo_ev": -10.895, "charge": 0, "e_lumo_ev": -0.15, "symbols": ["Xe", "O", "H", "H", "O", "H", "H", "O", "H", "H", "O", "H", "H", "O", "H", "H", "O", "H", "H", "O", "H", "H", "O", "H", "H", "O", "H", "H"], "positions_angstrom": [[-0.40859, 0.31982, -0.36633], [-3.71386, 1.14452, 0.21221], [-3.86872, 0.52169, -0.49796], [-3.70478, 0.60760, 1.00458], [1.03702, -2.62961, -3.06688], [1.58074, -3.38198, -2.83334], [0.93160, -2.14614, -2.24751], [-1.92223, 2.76913, 1.68981], [-2.33372, 2.22333, 1.01973], [-2.65570, 3.15707, 2.16705], [0.62513, -3.51793, 1.47030], [1.01657, -2.96790, 0.79171], [0.13298, -4.18158, 0.98699], [2.17714, 2.70451, -2.57685], [2.51604, 3.59938, -2.55255], [1.25249, 2.79169, -2.34521], [3.16854, 0.39609, 1.42396], [4.10837, 0.48908, 1.57989], [3.09791, -0.33879, 0.81471], [-1.28519, -2.08421, 2.83024], [-1.02093, -1.59985, 3.61242], [-0.46195, -2.37965, 2.44138], [-3.11150, 3.25107, -1.65685], [-2.98086, 2.47060, -1.11830], [-3.39466, 3.92466, -1.03852], [2.74596, -1.64152, -0.38030], [3.13243, -1.11492, -1.07999], [3.33972, -2.38617, -0.28448]]}

---

It comes down to run a, which is 61.2 kJ/mol more stable than the next structure.

---

Run a
{"formula": "C4H13N5", "method": "wB97M-V/def2-TZVPD", "orbital_gap_ev": [7.80, 7.80], "multiplicity": 1, "e_homo_ev": [-7.174, -7.173], "charge": 0, "e_lumo_ev": [0.62, 0.62], "symbols": ["C", "N", "N", "N", "H", "H", "H", "H", "H", "H", "H", "C", "C", "N", "C", "N", "H", "H", "H", "H", "H", "H"], "positions_angstrom": [[-1.26819, 0.44890, 1.37661], [-2.39018, 0.12070, -0.48943], [-2.63768, -1.18477, -0.51014], [-1.72787, 0.49521, -1.60508], [-1.75796, -1.77508, -0.56770], [-3.18378, -1.42782, 0.30769], [-1.54911, 1.48780, -1.62118], [-1.08407, -0.18183, -2.00792], [-1.63414, 1.47203, 1.34547], [-0.35494, 0.40837, 1.96846], [-1.98608, -0.21187, 1.85374], [1.44455, 1.35256, 0.03702], [2.75405, -0.72794, 0.01571], [1.48348, -0.07297, 0.33291], [0.38830, -0.83599, 0.11827], [-0.06145, -1.86077, -0.26798], [1.68158, 1.55051, -1.01736], [2.18017, 1.86817, 0.65845], [0.45731, 1.75483, 0.24713], [3.56022, -0.19604, 0.52633], [2.95743, -0.72465, -1.06378], [2.72836, -1.75934, 0.36277]]}

---

Run b
{"formula": "C4H13N5", "method": "wB97M-V/def2-TZVPD", "orbital_gap_ev": 8.51, "multiplicity": 1, "e_homo_ev": -7.925, "charge": 0, "e_lumo_ev": 0.59, "symbols": ["C", "C", "C", "N", "N", "H", "H", "H", "H", "H", "H", "H", "H", "C", "N", "N", "N", "H", "H", "H", "H", "H"], "positions_angstrom": [[0.32278, 1.43664, 0.17843], [1.25737, 1.07868, 1.33125], [-0.99654, 0.69814, 0.16576], [-1.68328, 0.65229, 1.34950], [-1.61288, 0.64797, -1.00355], [-1.21795, 0.92943, 2.19607], [-2.67081, 0.45696, 1.33012], [-2.57821, 0.33693, -0.94397], [0.08014, 2.50449, 0.20895], [0.81811, 1.23195, -0.77065], [1.51043, 0.02051, 1.30169], [0.84759, 1.35031, 2.30561], [2.19676, 1.61489, 1.20913], [0.67552, -1.56927, -1.16948], [-0.14399, -1.54220, 0.02504], [0.00811, -1.04203, -2.21721], [1.94522, -1.74937, -1.11970], [-0.87063, -0.19049, -1.84274], [-1.07088, -1.90997, -0.15217], [0.27068, -2.00266, 0.82288], [0.64708, -0.82056, -2.96950], [2.26539, -2.13263, -0.23544]]}

---

It comes down to run b, which is 516.9 kJ/mol more stable than the next structure.

---

Run a
{"formula": "C5H11N", "method": "wB97M-V/def2-TZVPD", "orbital_gap_ev": [2.65, 7.81], "multiplicity": 2, "e_homo_ev": [1.388, -3.790], "charge": -1, "e_lumo_ev": [4.04, 4.02], "symbols": ["C", "N", "C", "C", "C", "C", "H", "H", "H", "H", "H", "H", "H", "H", "H", "H", "H"], "positions_angstrom": [[1.46070, -0.49468, -1.83072], [0.13448, -0.20422, -1.41556], [-0.39082, -0.05004, -0.15299], [0.42447, -0.23929, 0.91172], [0.11939, 0.18004, 2.32143], [-1.77136, 0.47017, -0.16429], [1.96026, -1.38293, -1.41321], [2.19059, 0.29845, -1.56772], [1.48030, -0.57213, -2.93009], [-0.53767, -0.26402, -2.16616], [1.46466, -0.52517, 0.78414], [0.96957, 0.66070, 2.81314], [-0.21765, -0.58586, 3.03670], [-0.71283, 0.89004, 2.32699], [-2.13570, 0.97506, 0.72458], [-1.91019, 1.18491, -0.97545], [-2.52820, -0.34104, -0.30250]]}

---

Run b
{"formula": "C5H11N", "method": "wB97M-V/def2-TZVPD", "orbital_gap_ev": [2.94, 7.50], "multiplicity": 2, "e_homo_ev": [1.620, -3.104], "charge": -1, "e_lumo_ev": [4.56, 4.40], "symbols": ["C", "C", "C", "C", "C", "N", "H", "H", "H", "H", "H", "H", "H", "H", "H", "H", "H"], "positions_angstrom": [[-1.71071, 0.45760, -0.39669], [-0.84605, -0.75749, -0.83060], [0.40864, -0.75696, 0.00595], [1.57659, -0.22219, -0.39595], [2.55230, 0.46455, 0.46687], [-1.86148, 0.41961, 1.05461], [-2.69166, 0.39206, -1.07184], [-1.14172, 1.39064, -0.68925], [-0.76270, -0.95311, -1.95640], [-1.36248, -1.67167, -0.72173], [0.21543, -0.94651, 1.08890], [1.77779, -0.44182, -1.43715], [2.10443, 1.02459, 1.39483], [3.15565, 1.19411, -0.08028], [3.23514, -0.16937, 0.88658], [-2.07537, -0.51144, 1.34845], [-2.57379, 1.08741, 1.33372]]}

---

Run c
{"formula": "C5H11N", "method": "wB97M-V/def2-TZVPD", "orbital_gap_ev": [5.36, 4.82], "multiplicity": 2, "e_homo_ev": [-1.356, -0.992], "charge": -1, "e_lumo_ev": [4.00, 3.83], "symbols": ["C", "C", "C", "C", "C", "N", "H", "H", "H", "H", "H", "H", "H", "H", "H", "H", "H"], "positions_angstrom": [[0.72779, 0.94645, 1.43962], [-0.72201, 0.93215, 0.84474], [-0.76833, -0.00485, -0.40534], [-0.09786, -1.32109, -0.24190], [0.91222, -1.61639, -1.29886], [-1.25531, 2.23465, 0.72779], [1.35633, 1.66674, 0.91108], [1.04702, -0.06003, 1.08446], [0.78728, 0.93503, 2.52429], [0.47820, -1.50017, -2.30673], [-1.82553, -0.07952, -0.66322], [-0.26055, 0.54892, -1.21398], [-0.92578, -2.03079, -0.17010], [1.77112, -0.96407, -1.29416], [1.36534, -2.61727, -1.30072], [-1.25773, 2.53364, -0.24495], [-1.33219, 0.39659, 1.60798]]}

---

It comes down to run a, which is 132.7 kJ/mol more stable than the next structure.